# 1
Molecular formula: C45H49BrF6FeN3O6S2Si
Method: DFT, the ωB97M-V functional and the def2-TZVPD basis

Last column: Mulliken spin population.
Atoms and positions in Å:
Fe: 0.0952 0.1434 0.3442  3.73
C: -2.1895 -6.8527 2.2485  0.00
C: -2.6496 -5.8239 3.2874  0.00
C: -4.1499 -5.9984 3.5280  0.00
C: -4.7227 -4.8241 4.3093  0.00
C: -4.4771 -3.5722 3.5217  0.00
C: -5.4056 -2.5523 3.4667  0.00
C: -5.1283 -1.4018 2.7381  0.00
F: -6.0686 -0.4321 2.6980  0.00
C: -3.9387 -1.2399 2.0737  0.00
C: -2.9923 -2.2677 2.1086  0.00
C: -1.7311 -2.0911 1.3822  0.01
O: -1.5873 -1.1434 0.5893  0.06
C: -0.7435 -3.1006 1.6640  0.00
C: -1.0960 -4.2231 2.3384  0.00
N: -2.3407 -4.4752 2.8198  0.00
C: -3.2678 -3.4540 2.8176  0.00
C: 0.7170 -2.9739 1.2116  0.00
O: 1.4363 -3.9559 1.3802  0.00
O: 1.0787 -1.8746 0.7132  0.04
H: -2.5048 -7.8478 2.5539  0.00
H: -1.1101 -6.8594 2.1264  0.00
H: -2.6435 -6.6229 1.2862  0.00
H: -2.1162 -5.9988 4.2342  0.00
H: -4.3165 -6.9352 4.0625  0.00
H: -4.6605 -6.0634 2.5657  0.00
H: -4.2309 -4.7573 5.2844  0.00
H: -5.7924 -4.9550 4.4783  0.00
H: -6.3510 -2.6387 3.9792  0.00
H: -3.7080 -0.3424 1.5232  0.00
H: -0.3383 -4.9798 2.4933  0.00
N: 5.0399 2.2539 3.1091  0.00
C: 3.9180 2.0094 3.1380  0.00
C: 2.5448 1.7049 3.2211  -0.01
C: 1.7020 2.4548 4.0532  0.01
C: 0.3955 2.0363 4.2054  0.00
C: -0.0415 0.9162 3.5090  0.02
N: 0.7315 0.2531 2.6515  0.03
C: 1.9968 0.6268 2.5247  -0.02
H: 2.0898 3.3239 4.5672  0.00
H: -0.2794 2.5597 4.8623  0.00
H: -1.0329 0.5116 3.6561  0.00
H: 2.6025 0.0039 1.8790  0.01
C: 4.3737 2.2084 -3.6672  0.00
C: 4.9937 1.6617 -2.3770  0.00
C: 6.5183 1.7455 -2.5107  0.00
C: 4.5693 2.6076 -1.2463  0.00
Si: 4.3651 -0.1822 -2.0569  0.02
Br: 1.9846 0.1549 -1.5138  0.03
C: 5.1879 -1.0587 -0.5033  0.00
C: 6.5524 -1.6818 -0.8256  0.00
C: 5.3977 -0.0364 0.6196  0.00
C: 4.2795 -2.1657 0.0456  0.00
C: 4.3392 -1.3107 -3.6775  0.00
C: 5.6855 -1.2679 -4.4089  0.00
C: 3.2382 -0.8615 -4.6436  0.00
C: 4.0425 -2.7732 -3.3269  0.00
H: 4.5956 3.2697 -3.7661  0.00
H: 3.2952 2.0953 -3.6454  0.00
H: 4.7734 1.7046 -4.5421  0.00
H: 6.8082 2.7731 -2.7285  0.00
H: 6.8837 1.1129 -3.3130  0.00
H: 7.0118 1.4461 -1.5920  0.00
H: 4.8055 3.6344 -1.5240  0.00
H: 5.0854 2.3932 -0.3179  0.00
H: 3.5000 2.5553 -1.0718  0.00
H: 7.2488 -0.9442 -1.2146  0.00
H: 6.4602 -2.4812 -1.5533  0.00
H: 6.9768 -2.1039 0.0842  0.00
H: 6.2135 0.6459 0.3950  0.00
H: 5.6427 -0.5450 1.5513  0.00
H: 4.4975 0.5447 0.7863  0.00
H: 4.1724 -2.9884 -0.6517  0.00
H: 3.2801 -1.8087 0.2772  0.00
H: 4.7062 -2.5677 0.9643  0.00
H: 5.8731 -0.2855 -4.8286  0.00
H: 5.6890 -1.9889 -5.2256  0.00
H: 6.5041 -1.5114 -3.7397  0.00
H: 3.3772 0.1585 -4.9768  0.00
H: 2.2707 -0.9272 -4.1605  0.00
H: 3.2302 -1.5044 -5.5224  0.00
H: 4.8585 -3.2299 -2.7760  0.00
H: 3.9036 -3.3470 -4.2429  0.00
H: 3.1344 -2.8487 -2.7398  0.00
C: 2.8888 6.1171 -4.5272  0.00
C: 2.1455 5.1738 -3.6292  0.00
C: 2.2276 5.3002 -2.2491  0.00
C: 1.4926 4.4680 -1.4243  0.00
C: 0.6680 3.5076 -1.9746  0.00
C: 0.5969 3.3475 -3.3442  0.00
C: 1.3412 4.1767 -4.1671  0.00
S: -0.4272 2.6786 -0.8166  -0.03
O: 0.4044 2.4258 0.3851  0.04
O: -1.4876 3.6399 -0.6439  0.00
O: -0.8450 1.3974 -1.4021  0.04
H: 3.6677 6.6393 -3.9785  0.00
H: 2.1989 6.8614 -4.9235  0.00
H: 3.3370 5.5923 -5.3679  0.00
H: 2.8613 6.0670 -1.8272  0.00
H: 1.5302 4.5524 -0.3493  0.00
H: -0.0453 2.5813 -3.7467  0.00
H: 1.2929 4.0587 -5.2394  0.00
F: -6.1962 5.4863 -0.7301  0.00
C: -5.2595 4.6883 -0.1678  0.00
C: -4.3016 5.2099 0.6953  0.00
F: -4.2816 6.5389 0.9423  0.00
C: -3.3966 4.3678 1.3148  0.00
F: -2.5131 4.9150 2.1678  0.00
C: -3.3926 2.9775 1.0979  0.00
S: -2.3452 1.9162 1.9212  0.02
C: -4.3390 2.4967 0.1773  0.00
F: -4.3728 1.1835 -0.0996  0.00
C: -5.2582 3.3236 -0.4347  0.00
F: -6.1784 2.8146 -1.2799  0.00

Atomic forces in eV per Å
-1.00 -0.57 0.74
0.02 0.13 0.22
-0.15 -0.77 0.09
0.10 0.19 0.21
0.03 -0.08 -0.15
-0.17 0.03 0.07
0.26 -0.01 -0.14
0.23 0.11 -0.12
0.17 -0.18 0.02
-0.38 -0.02 -0.01
-0.23 -0.19 -0.01
0.09 -0.56 0.17
0.26 0.47 0.08
0.46 0.61 -0.20
-0.29 0.04 0.02
0.64 0.23 -0.04
-0.29 0.61 -0.23
-0.46 -0.29 0.19
0.21 -0.39 0.13
-0.19 1.32 -0.50
-0.02 -0.10 0.04
0.03 -0.06 -0.04
-0.03 0.01 -0.08
-0.08 0.07 -0.12
0.10 -0.04 -0.08
-0.02 -0.05 -0.08
-0.04 -0.01 0.06
0.03 0.00 0.06
-0.11 -0.02 0.11
0.03 0.25 -0.05
-0.02 0.02 -0.08
0.19 0.07 -0.03
0.75 0.18 -0.13
-1.18 -0.25 0.13
-0.03 -0.33 -0.22
0.16 -0.03 0.17
0.02 0.09 0.15
-0.17 0.16 -0.34
0.52 0.12 0.22
-0.04 -0.01 0.04
-0.13 0.05 -0.03
-0.12 0.20 -0.09
0.08 0.04 -0.13
0.00 -0.34 0.14
-0.23 -0.19 0.07
-0.20 -0.42 0.10
-0.06 -0.29 0.06
-0.14 0.03 0.20
1.88 -0.21 -0.84
-0.23 0.08 -0.11
-0.26 0.25 -0.35
-0.11 0.00 -0.34
-0.14 0.23 -0.21
-0.21 0.16 0.24
-0.09 0.30 0.36
0.06 0.13 0.27
0.05 0.28 0.22
0.06 0.18 0.05
-0.26 0.08 -0.12
0.01 -0.08 -0.21
0.00 0.15 -0.03
0.17 -0.09 -0.19
0.17 -0.03 0.18
0.06 0.13 -0.11
0.05 -0.01 0.18
-0.20 0.06 0.09
0.23 0.11 -0.07
0.06 -0.19 -0.12
0.04 -0.04 0.15
0.05 0.18 0.02
0.04 -0.13 0.09
-0.11 0.17 0.12
-0.06 -0.18 -0.08
-0.14 -0.05 0.06
0.12 -0.04 0.12
0.10 0.20 -0.14
-0.06 -0.12 -0.11
0.27 -0.09 0.07
-0.02 0.20 -0.11
-0.28 -0.02 -0.02
0.04 -0.16 -0.13
0.07 -0.11 0.14
-0.02 -0.03 -0.17
-0.21 -0.15 0.16
-0.08 -0.01 0.03
0.08 -0.02 -0.02
-0.06 -0.06 -0.07
0.09 0.15 0.07
-0.18 -0.26 0.49
-0.12 -0.15 -0.01
-0.04 -0.01 0.15
-0.42 1.23 -0.36
0.23 -0.94 -0.19
0.63 -0.21 -0.28
0.39 -0.65 0.29
0.12 0.07 0.00
0.02 0.11 -0.10
0.07 -0.01 -0.09
0.08 0.07 0.10
0.08 0.11 0.12
-0.10 -0.13 -0.13
-0.04 -0.04 -0.16
0.23 -0.08 0.06
0.11 -0.11 -0.01
-0.14 -0.06 -0.03
-0.04 -0.24 -0.05
-0.24 -0.38 -0.05
-0.12 -0.02 -0.16
-0.76 0.42 -0.21
0.44 -0.54 0.67
0.25 0.43 0.38
-0.16 0.07 -0.11
-0.07 0.18 -0.03
0.06 0.08 0.07

As for the expectation value of S²: 6.01. Its charge is -1. As for the total energy: -7882.8813 Eh. For the lowest unoccupied orbital energy (alpha / beta), the calculation gives 2.06 / 2.04 eV. Its spin multiplicity is 5. The value obtained for the molecular weight is 1069.9 g/mol. Its HOMO energy (alpha / beta) is -3.9 / -3.9 eV.

***

# 2
Molecular formula: C45H49BrKN8O4SbTe
Method: DFT, the ωB97M-V functional and the def2-TZVPD basis

Last column: Löwdin charge in e.
Atoms and positions in Å:
K: 0.5378 1.4423 -1.0481  0.48
O: 1.4311 -2.4112 1.1308  -0.17
C: 0.7002 -3.4860 0.9711  -0.38
C: 0.7437 -4.5481 1.8986  -0.04
C: -0.0214 -5.6890 1.7351  -0.13
C: -0.8550 -5.8420 0.6319  -0.14
C: -0.9083 -4.8106 -0.2999  -0.07
C: -0.1727 -3.6471 -0.1473  -0.12
C: -0.3186 -2.5102 -1.1381  -0.38
O: 0.8853 -1.7740 -1.1786  -0.16
N: -1.4205 -1.6368 -0.7361  -0.09
N: -1.4796 -0.4421 -1.5364  -0.14
C: -2.3093 -0.5844 -2.5683  -0.29
C: -2.6773 0.2606 -3.5897  -0.38
Br: -1.6916 2.3580 -3.0727  0.07
C: -3.7574 0.2825 -4.4023  -0.20
C: -3.7238 0.7237 -5.7844  -0.24
C: -4.9011 0.8210 -6.5458  -0.07
C: -4.8901 1.2311 -7.8688  -0.14
C: -3.6977 1.5731 -8.4970  -0.15
C: -2.5187 1.4806 -7.7603  -0.12
C: -2.5279 1.0653 -6.4411  -0.06
H: 1.2016 -1.8074 -0.1884  0.02
H: 1.3816 -4.4236 2.7665  0.10
H: 0.0307 -6.4731 2.4838  0.09
H: -1.4507 -6.7372 0.5027  0.08
H: -1.5537 -4.9022 -1.1706  0.11
H: -0.4930 -2.8944 -2.1604  0.14
H: -2.2826 -2.1726 -0.8405  0.09
H: -2.7694 -1.5816 -2.6912  0.11
H: -4.7419 -0.0135 -4.0221  0.09
H: -5.8439 0.5760 -6.0666  0.09
H: -5.8271 1.2948 -8.4134  0.08
H: -3.6875 1.9142 -9.5254  0.07
H: -1.5721 1.7395 -8.2234  0.09
H: -1.6003 0.9936 -5.8873  0.08
N: 2.6980 0.4275 0.4413  0.04
C: 3.5194 0.2097 -0.7409  -0.31
C: 5.0134 0.0003 -0.4237  -0.14
C: 5.9554 -0.3319 -1.5815  -0.18
C: 5.6660 -1.6567 -2.3005  -0.16
N: 4.5659 -1.5294 -3.2608  0.08
C: 3.3136 -1.9569 -3.0341  -0.47
N: 2.3142 -1.2901 -3.6100  0.23
N: 3.0315 -3.0526 -2.3146  0.21
C: 3.3380 1.3382 -1.8174  -0.64
O: 3.7204 1.0793 -2.9906  -0.07
O: 2.8143 2.4086 -1.4492  -0.12
H: 3.0295 1.2070 1.0014  0.06
H: 2.6723 -0.4074 1.0193  0.05
H: 3.1344 -0.7077 -1.1812  0.10
H: 5.0645 -0.8124 0.3113  0.12
H: 5.3778 0.8979 0.0866  0.12
H: 6.9786 -0.3825 -1.1970  0.11
H: 5.9348 0.4713 -2.3207  0.11
H: 5.4446 -2.4437 -1.5768  0.11
H: 6.5552 -1.9770 -2.8470  0.11
H: 4.5334 -0.5822 -3.6406  0.12
H: 2.5172 -0.3041 -3.7744  0.11
H: 1.3903 -1.4729 -3.2297  0.11
H: 3.7687 -3.4572 -1.7639  0.10
H: 2.1247 -2.9673 -1.8300  0.10
C: -2.5027 -3.7242 4.5675  -0.12
C: -2.7650 -3.6009 3.2101  -0.10
C: -2.1916 -2.5701 2.4795  -0.12
C: -1.3440 -1.6425 3.0832  -0.33
C: -1.0908 -1.7766 4.4464  -0.12
C: -1.6641 -2.8068 5.1839  -0.11
Sb: -0.5595 -0.0201 1.8858  1.58
C: 0.6495 0.7856 3.4937  -0.37
C: 0.4744 2.0392 4.0760  -0.13
C: 1.3849 2.5276 5.0071  -0.10
C: 2.4875 1.7687 5.3726  -0.12
C: 2.6786 0.5178 4.7977  -0.11
C: 1.7708 0.0370 3.8638  -0.16
C: -2.3716 1.0886 2.2645  -0.37
C: -3.1684 1.3883 1.1609  -0.15
C: -4.3981 2.0180 1.3213  -0.10
C: -4.8438 2.3483 2.5922  -0.11
C: -4.0607 2.0481 3.7022  -0.11
C: -2.8366 1.4159 3.5377  -0.14
H: -2.9466 -4.5308 5.1397  0.09
H: -3.4070 -4.3168 2.7104  0.10
H: -2.3966 -2.4894 1.4200  0.08
H: -0.4353 -1.0752 4.9494  0.08
H: -1.4511 -2.8902 6.2442  0.09
H: -0.3714 2.6565 3.7916  0.08
H: 1.2338 3.5118 5.4362  0.09
H: 3.1984 2.1516 6.0959  0.09
H: 3.5379 -0.0829 5.0746  0.09
H: 1.9247 -0.9456 3.4226  0.09
H: -2.8209 1.1554 0.1564  0.08
H: -4.9760 2.2723 0.4417  0.08
H: -5.7990 2.8447 2.7205  0.09
H: -4.4066 2.3057 4.6976  0.09
H: -2.2435 1.1690 4.4124  0.09
N: 2.5936 3.6874 1.1542  0.13
C: 1.3473 4.1731 1.4992  -0.39
C: 1.2072 5.2172 2.4229  -0.05
C: -0.0634 5.6593 2.7317  -0.10
C: -1.1606 5.0733 2.1166  -0.08
C: -0.9239 4.0393 1.2258  -0.16
N: 0.2935 3.5746 0.9384  0.10
H: 3.3510 4.3275 1.3275  0.09
H: 2.6371 3.2509 0.2309  0.04
H: 2.0857 5.6569 2.8798  0.10
H: -0.1955 6.4673 3.4428  0.10
H: -2.1731 5.4036 2.2993  0.10
H: -1.7515 3.5738 0.7046  0.03
Te: -3.2321 4.2408 -2.0252  -0.15

Atomic forces in eV per Å
-0.89 -0.18 0.03
-0.01 -0.02 0.05
0.03 0.02 0.00
-0.02 -0.06 0.02
0.03 0.02 0.02
-0.01 0.01 -0.02
-0.04 0.01 0.04
-0.02 -0.02 -0.06
-0.04 0.01 0.05
0.04 0.04 -0.07
0.14 0.11 0.15
-0.51 -0.06 -0.12
0.14 0.16 0.28
-0.18 -1.70 -0.74
-0.11 1.46 0.33
-0.02 0.15 0.28
-0.02 -0.13 -0.12
-0.03 -0.01 0.03
-0.04 0.00 -0.01
0.02 -0.02 0.09
0.01 -0.02 -0.05
0.05 0.01 0.02
0.04 0.01 -0.09
0.00 -0.01 0.00
-0.01 0.00 0.00
0.00 0.00 0.00
0.00 0.00 0.00
0.04 -0.03 0.01
0.00 0.00 0.04
0.23 -0.09 -0.14
-0.12 0.35 -0.03
0.00 0.00 -0.01
0.00 0.01 -0.01
0.00 -0.01 -0.01
-0.01 0.01 -0.01
-0.03 0.04 0.06
0.34 0.13 -0.08
0.09 0.16 -0.33
-0.04 -0.08 0.11
-0.02 -0.09 -0.05
-0.01 0.01 0.00
0.04 0.04 0.02
0.04 -0.17 -0.05
-0.05 0.04 0.03
0.00 0.14 0.03
0.06 0.13 0.32
0.07 -0.11 -0.06
0.63 -0.02 0.01
-0.05 0.02 0.00
-0.09 -0.02 -0.03
-0.03 0.01 -0.02
0.03 0.02 0.03
0.00 0.02 -0.03
-0.01 -0.05 0.03
0.03 0.01 0.01
-0.01 0.03 0.03
-0.01 -0.01 -0.02
-0.03 0.04 0.09
0.01 -0.01 -0.01
0.00 -0.01 -0.01
0.03 -0.03 -0.06
-0.02 0.02 0.04
0.00 0.01 -0.01
0.00 -0.01 0.01
-0.01 0.01 -0.03
0.10 -0.06 0.05
0.02 -0.03 -0.01
0.01 -0.01 -0.01
-0.20 -0.01 0.13
-0.02 -0.01 0.03
0.03 0.01 -0.06
0.01 0.01 -0.01
-0.01 0.00 -0.01
0.00 0.01 0.00
-0.02 -0.03 0.04
-0.03 -0.05 0.02
0.09 0.06 -0.03
0.00 0.03 0.01
0.00 0.00 -0.02
0.01 0.01 0.00
-0.03 0.00 0.00
0.00 0.00 0.00
0.00 0.00 0.00
0.01 0.00 0.00
-0.01 0.01 0.00
0.00 0.00 0.00
0.00 0.00 0.00
0.00 0.00 0.00
0.00 0.00 0.00
0.00 0.00 0.00
0.01 0.02 -0.03
-0.01 -0.03 0.00
-0.01 0.01 0.00
0.00 0.01 0.00
0.00 -0.01 0.00
0.00 -0.01 0.00
-0.03 0.02 -0.01
0.00 -0.08 0.06
-0.02 0.00 0.02
0.03 0.00 0.01
-0.02 -0.03 -0.01
-0.02 -0.02 0.02
0.08 0.08 -0.08
0.00 0.00 -0.01
0.03 -0.02 0.00
0.00 0.00 -0.01
0.00 0.00 0.00
0.00 0.00 0.01
0.01 0.01 -0.02
0.31 -0.20 -0.13

Its charge is -2. As for the total energy: -6165.4687 Eh. For the lowest unoccupied orbital energy, the calculation gives 3.46 eV. The value obtained for the molecular weight is 1134.3 g/mol. Its HOMO energy is -0.5 eV.